Entry 1:
Computed, not measured: a single C8H11N3O molecule, with the ωB97M-V functional and the def2-TZVPD basis.

Geometry (Å):
C: -1.799 0.495 -0.094
C: -1.880 -0.943 -0.136
C: -0.538 1.185 0.002
C: -0.770 -1.812 -0.090
C: 0.503 -1.134 -0.608
C: 0.789 0.278 -0.039
C: 1.232 0.054 1.415
C: 1.870 1.029 -0.916
N: -2.994 1.017 -0.052
N: -3.106 -1.206 -0.189
N: -0.454 2.451 0.273
O: -3.796 -0.061 -0.136
H: -0.611 -2.080 1.018
H: -0.977 -2.835 -0.634
H: 1.325 -1.756 -0.371
H: 0.500 -0.955 -1.704
H: 2.332 -0.130 1.311
H: 0.650 -0.668 2.019
H: 1.036 0.958 1.971
H: 1.420 0.993 -2.004
H: 2.707 0.409 -1.162
H: 2.118 1.965 -0.274
H: 0.445 2.747 0.401

Values from the calculation:
energy relative to the best compared isomer or geometry (same formula, charge and spin) = 2.996 eV
orbital gap = 10.08 eV
structure (SMILES) = [H]/N=C1/c2nonc2CCC1(C)C
energy = -14988.4516 eV

=====

Entry 2:
Computed, not measured: 2 unconnected molecules or ions with the total composition C9H17BNO4, with the ωB97M-V functional and the def2-TZVPD basis.

Geometry (Å):
C: -3.129 -1.282 1.125
C: -1.875 -0.651 0.629
B: -1.312 -0.682 -0.922
C: -0.657 -2.061 -1.544
C: 0.988 -1.824 -1.683
C: -1.419 0.765 -1.759
C: -1.406 1.969 -0.647
O: -2.612 2.455 -0.243
N: -0.189 2.639 -0.050
C: 1.114 2.031 -0.522
C: -0.170 2.581 1.463
H: -3.302 -1.316 2.305
H: -3.961 -1.786 0.467
H: -1.222 -0.040 1.410
H: -0.786 -2.925 -0.742
H: -1.104 -2.398 -2.573
H: 1.350 -2.567 -2.522
H: 1.532 -2.146 -0.673
H: 1.204 -0.709 -1.978
H: -0.530 0.891 -2.544
H: -2.413 0.774 -2.418
H: 2.019 2.527 0.076
H: 1.192 0.871 -0.305
H: 1.228 2.205 -1.674
H: 0.255 1.549 1.852
H: 0.598 3.423 1.815
H: -1.205 2.864 1.957
C: 2.871 -1.286 1.726
O: 3.806 -1.321 0.890
O: 3.276 -1.738 2.904
O: 1.682 -0.910 1.624
H: 4.176 -1.902 2.556

Values from the calculation:
energy relative to the best compared isomer or geometry (same formula, charge and spin) = 0.275 eV
orbital gap = 7.67 eV
total charge = -1
energy = -19962.1594 eV

=====

Entry 3:
Computed, not measured: a molecular structure, C23H17Cl3N2OPRu, with the ωB97M-V functional and the def2-TZVPD basis.

Geometry (Å):
Ru: 0.560 0.142 -0.501
N: -1.840 1.230 1.020
P: -1.504 -0.160 0.170
C: -2.451 -1.527 0.716
C: -3.510 -1.994 -0.073
C: -4.273 -3.053 0.387
C: -3.981 -3.635 1.615
C: -2.926 -3.170 2.397
C: -2.153 -2.115 1.954
C: -1.514 0.157 -1.599
C: -0.919 -0.861 -2.386
C: -0.668 -0.645 -3.738
C: -0.987 0.582 -4.305
C: -1.523 1.609 -3.528
C: -1.769 1.413 -2.179
C: -0.872 2.222 1.035
C: -1.079 3.459 1.634
C: -0.071 4.397 1.586
C: 1.127 4.094 0.934
C: 1.266 2.857 0.367
N: 0.287 1.921 0.415
H: -2.703 1.373 1.530
H: -3.740 -1.533 -1.026
H: -5.098 -3.421 -0.206
H: -4.583 -4.461 1.970
H: -2.715 -3.634 3.351
H: -1.334 -1.747 2.560
H: -0.755 -1.850 -1.958
H: -0.253 -1.439 -4.344
H: -0.814 0.745 -5.361
H: -1.759 2.561 -3.983
H: -2.196 2.210 -1.583
H: -2.022 3.669 2.120
H: -0.213 5.366 2.046
H: 1.932 4.811 0.870
H: 2.170 2.571 -0.154
Cl: 7.362 -1.725 0.458
C: 5.756 -1.339 0.597
C: 5.087 -0.818 -0.568
C: 3.784 -0.507 -0.463
Cl: 2.884 0.140 -1.781
C: 3.048 -0.690 0.784
O: 1.836 -0.413 0.877
C: 3.780 -1.221 1.947
Cl: 2.938 -1.427 3.378
C: 5.104 -1.533 1.830
H: 5.648 -0.684 -1.484
H: 5.658 -1.928 2.672

Values from the calculation:
orbital gap (alpha / beta) = 4.68 / 4.68 eV
total charge = +3
energy = -78564.6858 eV

=====

Entry 4:
Computed, not measured: a single C6H7NO molecule, with the ωB97M-V functional and the def2-TZVPD basis.

Geometry (Å):
C: 2.355 0.595 0.130
C: -0.829 1.230 -0.750
C: 0.167 0.451 -1.149
C: -0.752 1.443 0.778
C: 0.924 0.021 0.142
C: 0.978 -1.545 0.322
N: 3.495 0.847 0.191
O: 0.122 0.446 1.191
H: -1.536 1.897 -1.253
H: 0.172 -0.049 -2.041
H: -0.292 2.454 1.028
H: -1.730 1.326 1.177
H: -0.061 -1.897 0.560
H: 1.761 -1.803 1.049
H: 1.014 -1.898 -0.709

Values from the calculation:
energy relative to the best compared isomer or geometry (same formula, charge and spin) = 1.881 eV
orbital gap = 10.93 eV
structure (SMILES) = C[C@@]1(C#N)C=CCO1
energy = -9870.7766 eV

=====

Entry 5:
Computed, not measured: a molecular structure, C13H4Cl4O4SW, with the ωB97M-V functional and the def2-TZVPD basis.

Geometry (Å):
W: -0.557 0.031 -0.042
Cl: -6.524 0.194 -2.451
C: -5.067 0.607 -1.690
C: -5.024 1.717 -0.813
Cl: -6.428 2.623 -0.535
C: -3.842 2.098 -0.178
Cl: -3.735 3.400 0.903
C: -2.702 1.362 -0.489
O: -1.433 1.671 0.039
C: -2.745 0.262 -1.358
O: -1.512 -0.383 -1.585
C: -3.930 -0.155 -1.958
Cl: -3.927 -1.510 -2.977
O: 1.202 -2.320 2.821
C: 1.418 -1.605 1.942
O: 0.166 -1.002 1.231
C: 2.633 -1.110 1.281
C: 3.802 -1.592 1.858
C: 5.052 -1.221 1.362
C: 5.140 -0.365 0.286
C: 3.980 0.130 -0.312
C: 2.731 -0.236 0.178
S: 1.462 0.546 -0.783
H: 3.728 -2.264 2.703
H: 5.946 -1.609 1.830
H: 6.104 -0.071 -0.106
H: 4.061 0.800 -1.159

Values from the calculation:
energy relative to the best compared isomer or geometry (same formula, charge and spin) = 0.998 eV
orbital gap (alpha / beta) = 5.19 / 5.19 eV
total charge = +2
energy = -84467.9047 eV

=====

Entry 6:
Computed, not measured: a molecular structure, C20H18BF4OPTl, with the ωB97M-V functional and the def2-TZVPD basis.

Geometry (Å):
Tl: 1.975 1.343 2.660
C: 4.419 1.969 0.227
C: 3.851 0.920 1.171
O: 4.370 -0.183 1.196
H: 5.255 1.578 -0.361
H: 4.742 2.837 0.811
H: 3.617 2.335 -0.423
C: -0.920 -5.125 -0.410
C: 0.299 -4.792 0.160
C: 0.564 -3.473 0.512
C: -0.380 -2.474 0.289
C: -1.604 -2.821 -0.283
C: -1.873 -4.136 -0.630
P: 0.103 -0.751 0.715
C: -1.461 -0.034 1.327
C: -2.348 -0.785 2.099
C: -3.456 -0.185 2.682
C: -3.687 1.174 2.506
C: -2.802 1.929 1.749
C: -1.694 1.332 1.165
C: 0.260 -0.014 -0.953
C: -0.826 0.353 -1.747
C: -0.620 0.921 -2.994
C: 0.673 1.127 -3.461
C: 1.757 0.758 -2.682
C: 1.551 0.191 -1.431
H: -1.131 -6.152 -0.682
H: 1.046 -5.557 0.335
H: 1.516 -3.210 0.959
H: -2.352 -2.056 -0.454
H: -2.827 -4.392 -1.074
H: -2.175 -1.845 2.247
H: -4.139 -0.782 3.276
H: -4.552 1.641 2.964
H: -2.953 2.993 1.609
H: -1.013 1.950 0.592
H: -1.836 0.228 -1.374
H: -1.469 1.225 -3.594
H: 0.832 1.593 -4.426
H: 2.767 0.937 -3.030
H: 2.398 -0.074 -0.809
F: 1.239 2.740 0.605
B: 0.818 3.931 -0.104
F: 1.174 3.772 -1.445
F: 1.468 5.025 0.473
F: -0.579 4.040 0.036

Values from the calculation:
energy relative to the best compared isomer or geometry (same formula, charge and spin) = 0.000 eV
orbital gap = 6.03 eV
total charge = -1
energy = -48616.2417 eV

=====

Entry 7:
Computed, not measured: 14 unconnected molecules or ions with the total composition C4H36O14S, with the ωB97M-V functional and the def2-TZVPD basis.

Geometry (Å):
C: 0.231 -1.675 -2.239
O: -0.942 -2.137 -1.577
C: 0.331 -0.153 -2.002
C: 0.577 0.126 -0.500
C: 1.200 1.469 -0.234
S: 1.713 1.723 1.508
H: 1.034 -2.252 -1.809
H: 0.124 -1.858 -3.301
H: -1.785 -1.899 -1.934
H: -0.569 0.262 -2.450
H: 1.165 0.257 -2.582
H: 1.341 -0.607 -0.249
H: -0.376 -0.052 -0.012
H: 2.065 1.633 -0.862
H: 0.627 2.376 -0.401
H: 2.258 0.502 1.668
H: -1.713 1.936 -1.879
H: -2.074 3.299 -2.242
O: -1.289 2.788 -2.012
H: 4.337 1.739 -1.173
H: 4.286 0.994 -2.469
O: 4.574 0.892 -1.557
H: 1.498 -3.585 0.646
H: 0.564 -4.748 0.940
O: 0.592 -3.787 0.955
H: 0.461 -1.190 1.779
H: 0.844 -2.278 2.577
O: 1.193 -1.391 2.375
H: 2.976 -3.397 1.990
H: 3.429 -2.725 0.845
O: 3.343 -3.640 1.127
H: -2.324 2.831 1.293
H: -2.007 3.138 2.781
O: -2.353 3.512 1.970
H: 3.616 -2.383 -1.651
H: 3.713 -0.936 -1.119
O: 3.107 -1.687 -1.222
H: -3.940 1.286 -2.212
H: -3.554 0.240 -1.197
O: -3.245 0.644 -2.033
H: -5.236 0.339 0.915
H: -3.852 -0.021 1.145
O: -4.384 0.479 0.488
H: 0.386 3.504 -2.305
H: 1.360 4.672 -2.215
O: 1.331 3.712 -2.164
H: -1.342 -1.697 0.122
H: -2.568 -2.357 0.974
O: -2.094 -1.559 0.734
H: -2.545 -0.632 2.273
H: -2.862 0.155 3.572
O: -3.259 -0.347 2.870
H: -0.261 0.899 3.638
H: 0.619 1.853 4.298
O: -0.322 1.735 4.121

Values from the calculation:
energy relative to the best compared isomer or geometry (same formula, charge and spin) = 0.000 eV
orbital gap = 8.90 eV
energy = -44233.0510 eV

=====

Entry 8:
Computed, not measured: 2 unconnected molecules or ions with the total composition C5H14N2O2, with the ωB97M-V functional and the def2-TZVPD basis.

Geometry (Å):
C: -1.667 -0.705 0.257
C: -2.637 -0.637 -0.913
N: -0.270 -0.472 -0.179
N: 0.180 -1.524 -1.043
H: 0.030 0.523 -0.627
H: 0.864 -2.052 -0.497
H: 0.716 -1.080 -1.783
H: -1.908 0.059 0.994
H: -1.706 -1.680 0.748
H: -2.395 -1.394 -1.657
H: -2.602 0.347 -1.387
H: -3.656 -0.807 -0.559
C: 2.332 1.438 -0.931
C: 0.314 0.671 2.099
C: 0.825 -0.149 0.951
O: 1.074 1.417 -0.319
O: 1.778 -0.888 0.984
H: 2.871 2.367 -0.702
H: 2.955 0.598 -0.581
H: 2.263 1.362 -2.028
H: -0.342 1.474 1.773
H: -0.203 0.024 2.814
H: 1.183 1.107 2.588

Values from the calculation:
energy relative to the best compared isomer or geometry (same formula, charge and spin) = 3.456 eV
orbital gap = 9.73 eV
energy = -12484.8717 eV

=====

Entry 9:
Computed, not measured: 12 unconnected molecules or ions with the total composition C22H68N8O12, with the ωB97M-V functional and the def2-TZVPD basis.

Geometry (Å):
C: -23.995 8.468 -16.889
O: -25.051 9.266 -17.263
H: -24.228 7.957 -15.971
H: -23.035 8.967 -16.703
H: -24.071 7.627 -17.568
H: -25.688 8.876 -17.843
C: -25.022 13.593 -22.495
O: -23.892 12.742 -22.136
H: -24.648 14.274 -23.300
H: -25.386 14.199 -21.633
H: -25.895 12.989 -22.800
H: -23.160 13.283 -21.883
C: -30.297 7.275 -18.008
O: -29.977 5.945 -17.994
H: -30.769 7.693 -17.143
H: -31.001 7.328 -18.869
H: -29.353 7.727 -18.265
H: -30.496 5.508 -17.322
C: -26.167 11.794 -15.216
O: -26.137 12.495 -14.015
N: -26.573 12.345 -16.275
N: -26.117 10.498 -15.255
H: -26.557 13.390 -16.383
H: -26.893 11.857 -17.209
H: -25.919 10.070 -14.380
H: -25.976 9.952 -16.118
C: -26.403 8.291 -19.914
O: -26.782 7.808 -18.618
N: -26.301 7.581 -20.988
N: -25.947 9.482 -20.122
H: -26.947 6.818 -21.001
H: -26.041 8.085 -21.934
H: -26.529 10.147 -19.596
H: -25.476 9.826 -20.991
C: -29.830 10.938 -15.870
O: -31.153 10.656 -16.126
N: -28.843 10.046 -15.864
N: -29.371 12.134 -15.558
H: -29.031 9.103 -15.918
H: -27.939 10.412 -15.616
H: -30.135 12.769 -15.130
H: -28.405 12.442 -15.649
C: -25.638 9.941 -23.187
O: -26.359 10.875 -23.896
N: -24.680 10.254 -22.358
N: -25.798 8.647 -23.256
H: -24.497 11.283 -22.506
H: -23.950 9.656 -21.850
H: -26.522 8.547 -23.934
H: -25.002 8.009 -23.396
C: -24.525 15.656 -19.660
C: -23.931 16.564 -18.666
C: -24.208 17.949 -19.108
O: -24.202 16.419 -17.450
H: -25.524 15.984 -19.652
H: -24.521 14.719 -19.263
H: -23.903 15.609 -20.546
H: -22.822 16.567 -18.744
H: -23.608 18.656 -18.612
H: -25.207 18.271 -19.139
H: -23.958 18.116 -20.191
H: -23.635 16.855 -16.798
C: -27.076 12.514 -19.603
C: -28.070 11.665 -18.841
C: -29.021 10.804 -19.789
O: -27.559 10.725 -18.188
H: -27.703 13.334 -19.933
H: -26.545 12.099 -20.509
H: -26.414 12.929 -18.852
H: -28.589 12.317 -18.120
H: -29.845 11.370 -20.234
H: -29.481 9.971 -19.232
H: -28.561 10.389 -20.727
H: -28.265 10.383 -17.654
C: -27.680 16.695 -17.608
C: -27.001 15.811 -16.618
C: -28.141 15.157 -15.911
O: -26.356 14.834 -17.042
H: -28.384 16.298 -18.310
H: -26.948 17.213 -18.184
H: -28.097 17.473 -16.990
H: -26.467 16.384 -15.862
H: -27.627 14.488 -15.215
H: -28.741 14.720 -16.678
H: -28.822 15.823 -15.361
H: -25.503 15.310 -17.266
C: -29.408 7.434 -21.596
C: -29.267 6.017 -21.206
C: -29.054 5.128 -22.439
O: -28.360 5.733 -20.401
H: -30.304 7.580 -22.289
H: -28.540 7.920 -21.942
H: -29.701 8.075 -20.795
H: -30.164 5.921 -20.586
H: -28.007 4.910 -22.681
H: -29.674 5.354 -23.335
H: -29.398 4.181 -22.018
H: -28.696 6.059 -19.571
C: -22.351 13.550 -17.638
C: -23.531 12.561 -17.617
C: -23.802 11.863 -19.001
O: -23.403 11.706 -16.781
H: -22.041 13.944 -16.664
H: -22.719 14.483 -18.039
H: -21.504 13.340 -18.260
H: -24.471 13.057 -17.347
H: -24.651 11.182 -19.028
H: -22.932 11.385 -19.389
H: -24.068 12.581 -19.821
H: -24.015 10.993 -17.124

Values from the calculation:
energy relative to the best compared isomer or geometry (same formula, charge and spin) = 10.008 eV
orbital gap = 8.19 eV
structure (SMILES) = NC(N)=O.NC(N)=O.NC(N)=O.NC(N)=O.CC(C)O.CC(C)O.CC(C)O.CC(C)O.CC(C)O.CO.CO.CO
energy = -60396.3692 eV

=====

Entry 10:
Computed, not measured: a molecular structure, C43H28F7LuN4S, with the ωB97M-V functional and the def2-TZVPD basis.

Geometry (Å):
Lu: 0.163 -0.535 -0.123
F: -0.652 4.715 -4.910
C: -0.851 3.506 -4.390
C: 0.164 2.892 -3.694
F: 1.384 3.464 -3.541
C: -0.124 1.701 -3.084
F: 0.867 1.068 -2.406
C: -1.355 1.037 -3.130
S: -1.643 -0.468 -2.331
C: -2.315 1.671 -3.922
F: -3.513 1.111 -4.063
C: -2.082 2.873 -4.567
F: -3.038 3.446 -5.360
F: 5.740 -1.942 -1.126
C: 4.749 -1.690 -0.225
C: 3.536 -1.148 -0.605
C: 2.513 -0.955 0.344
C: 2.782 -1.265 1.667
C: 4.024 -1.829 2.029
F: 4.263 -2.321 3.284
C: 4.999 -2.074 1.087
C: 1.755 -0.937 2.694
C: 2.054 -0.837 4.068
C: 1.075 -0.475 4.955
C: -0.167 -0.101 4.459
C: -0.400 -0.181 3.102
N: 0.498 -0.682 2.248
H: 3.424 -0.898 -1.656
H: 5.918 -2.562 1.490
H: 3.008 -1.090 4.492
H: 1.282 -0.547 5.998
H: -0.928 0.284 5.104
H: -1.289 0.196 2.657
N: 3.544 -6.132 -4.789
C: 2.944 -5.392 -4.155
C: 2.244 -4.435 -3.273
C: 2.272 -4.593 -1.907
C: 1.614 -3.616 -1.159
N: 0.929 -2.613 -1.719
C: 0.927 -2.481 -3.049
C: 1.577 -3.389 -3.885
H: 2.832 -5.420 -1.413
H: 1.613 -3.691 -0.085
H: 0.258 -1.758 -3.436
H: 1.616 -3.247 -4.929
C: -4.680 -5.249 0.796
C: -3.719 -4.087 0.623
C: -3.514 -3.140 1.600
C: -2.490 -2.215 1.446
N: -1.672 -2.191 0.372
C: -1.931 -3.097 -0.597
C: -2.902 -4.051 -0.503
H: -5.625 -4.892 1.215
H: -4.314 -5.952 1.541
H: -4.929 -5.740 -0.134
H: -4.154 -3.087 2.494
H: -2.337 -1.434 2.151
H: -1.221 -3.007 -1.431
H: -3.013 -4.678 -1.354
C: -3.445 5.810 0.649
C: -2.190 5.721 0.040
C: -1.551 4.459 -0.027
C: -2.142 3.327 0.485
C: -3.406 3.453 1.098
C: -4.038 4.663 1.170
C: -1.458 2.010 0.339
C: -0.153 1.701 0.382
C: 0.909 2.556 0.957
C: 0.808 3.148 2.251
C: 1.901 3.783 2.794
C: 3.090 3.917 2.115
C: 3.177 3.368 0.860
C: 2.116 2.674 0.279
H: -3.937 6.768 0.667
H: -1.733 6.614 -0.402
H: -0.636 4.378 -0.558
H: -3.865 2.549 1.426
H: -4.996 4.736 1.689
H: -2.178 1.207 0.026
H: -0.155 3.087 2.777
H: 1.843 4.140 3.800
H: 3.922 4.433 2.554
H: 4.127 3.439 0.356
H: 2.279 2.219 -0.691

Values from the calculation:
energy relative to the best compared isomer or geometry (same formula, charge and spin) = 0.000 eV
orbital gap = 6.80 eV
energy = -114483.7314 eV

=====

Entry 11:
Computed, not measured: 2 unconnected molecules or ions with the total composition C3H6NP, with the ωB97M-V functional and the def2-TZVPD basis.

Geometry (Å):
C: -0.823 -0.366 -2.423
C: -0.092 0.372 -1.774
C: -0.648 0.065 0.557
N: 0.054 0.662 1.340
P: 1.681 0.306 1.545
H: -1.444 -0.761 -3.136
H: 1.496 0.095 3.046
H: 0.333 0.983 -1.039
H: -1.629 0.597 0.313
H: -0.436 -0.866 0.061
H: 1.508 -1.086 1.510

Values from the calculation:
energy relative to the best compared isomer or geometry (same formula, charge and spin) = 3.472 eV
orbital gap = 10.14 eV
structure (SMILES) = C=NP.C#C
energy = -13982.3560 eV